11
Properties=species:S:1:pos:R:3:forces:R:3:nbo_charge:R:1 method="wB97M-V/def2-TZVPD" multiplicity=1 energy_ha=-397.253450 smiles="O=CCNC(=O)[O-]" orbital_gap_ev=8.463 de_lowest_kj_mol=132.2 total_charge=-1 mol_weight_da=102.1 max_force_ev_per_a=2.45 homo_energy_ev=-4.45
O 1.385487 -1.551186 1.614279 0.36 0.57 -0.38 -0.607
C 1.031346 -0.850247 0.672325 -0.88 -1.93 1.21 0.444
C -0.425898 -0.399314 0.714123 0.44 1.88 0.00 -0.322
N -0.984692 0.338148 -0.398279 0.40 0.39 -0.04 -0.732
C -0.103545 1.279256 -1.158780 -0.44 -2.39 -0.33 0.877
O -0.541333 1.471450 -2.312949 0.34 0.81 0.49 -0.789
O 0.978365 1.531360 -0.593323 -0.32 0.74 0.01 -0.793
H 1.719137 -0.719400 -0.152990 -0.07 0.55 -0.52 0.148
H -1.045836 -1.219218 1.058462 -0.06 -0.38 -0.37 0.205
H -0.425283 0.277281 1.590316 0.11 -0.14 -0.08 0.200
H -1.587749 -0.158131 -1.033184 0.13 -0.11 0.01 0.368

=====

12
Properties=species:S:1:pos:R:3:forces:R:3:nbo_charge:R:1 method="wB97M-V/def2-TZVPD" multiplicity=1 energy_ha=-795.291938 orbital_gap_ev="7.539 / 7.308" de_lowest_kj_mol=419.9 total_charge=-1 mol_weight_da=134.1 max_force_ev_per_a=3.30 homo_energy_ev="-3.82 / -3.64"
C 0.082667 -2.952212 -0.471928 -2.05 0.21 -0.93 0.720
C 0.544563 0.396887 -0.143342 -0.40 0.30 1.62 -0.323
C -0.881449 0.081600 -0.195196 -2.00 1.06 0.96 -0.066
N -0.307054 -0.107885 1.049202 0.72 0.22 -0.53 -0.641
O 0.889579 -3.356513 -1.227665 2.36 -0.81 -1.79 -0.667
O -0.106500 -2.866973 0.700800 -0.45 0.13 3.26 -0.748
O -0.939438 -2.296125 -2.874527 -0.08 0.15 -1.82 -0.894
S -1.530980 -2.343987 -1.524390 0.48 0.75 1.65 0.653
H 1.111140 -0.199809 -0.825546 0.71 -0.74 0.23 0.208
H 0.979542 1.389182 0.124675 -0.55 -0.75 -0.55 0.177
H -1.734665 0.802224 -0.168623 0.45 -0.67 -0.84 0.156
H -0.351442 -1.006746 1.557106 0.81 0.15 -1.26 0.425

=====

9
Properties=species:S:1:pos:R:3:forces:R:3:nbo_charge:R:1 method="wB97M-V/def2-TZVPD" multiplicity=1 energy_ha=-569.207001 orbital_gap_ev="7.814 / 6.849" de_lowest_kj_mol=369.0 total_charge=+1 mol_weight_da=86.1 max_force_ev_per_a=2.18 homo_energy_ev="-16.57 / -15.82"
C -2.198291 -1.601733 -0.579785 0.73 0.56 0.37 0.442
C -0.071492 -0.601335 -0.587221 1.16 0.38 0.47 -0.249
C -0.574529 0.205231 0.650070 -0.05 0.07 -0.15 -0.652
N -1.155373 -1.351822 -1.064411 -1.97 -0.92 -0.15 -0.400
S -2.067774 -0.470835 1.383346 0.39 -0.33 -0.96 0.724
H 0.303508 0.057770 -1.373604 -0.01 -0.02 0.22 0.270
H 0.725558 -1.300794 -0.305121 -0.09 0.23 -0.08 0.265
H 0.195156 0.297677 1.419368 -0.11 0.04 0.18 0.301
H -0.837385 1.225085 0.335852 -0.04 -0.02 0.10 0.299

=====

13
Properties=species:S:1:pos:R:3:forces:R:3:nbo_charge:R:1 method="wB97M-V/def2-TZVPD" multiplicity=1 energy_ha=-741.675069 orbital_gap_ev=10.146 de_lowest_kj_mol=0.0 total_charge=+2 mol_weight_da=150.0 max_force_ev_per_a=4.21 homo_energy_ev=-18.03
O 0.375201 0.411013 -0.799088 -1.64 1.06 -1.73 -0.488
C 1.262291 -0.522114 -0.191843 0.83 0.35 3.28 0.979
C -0.914769 0.391186 -0.599099 0.40 -2.74 3.14 0.863
O 2.338549 0.009491 0.093657 0.67 -0.30 -1.44 -0.761
O 0.766364 -1.533344 0.307923 -0.28 -0.68 -0.95 -0.782
C -1.650075 1.289618 0.209906 -2.08 -0.38 -1.18 -0.783
Na 4.568542 0.537164 -0.903987 -0.33 0.05 0.11 0.996
H -2.555981 1.660349 -0.273369 -0.08 0.30 -0.25 0.323
H -1.052530 2.133039 0.565283 -0.41 -0.38 0.70 0.301
Na 1.782861 -2.094059 2.250156 -0.04 -0.11 -0.03 0.992
O -1.567696 -0.786095 -0.452952 2.34 -1.18 -2.75 -0.649
H -0.974162 -1.549669 -0.691861 -0.68 0.16 0.03 0.555
H -2.378590 0.053424 0.485279 1.32 3.85 1.09 0.453

=====

11
Properties=species:S:1:pos:R:3:forces:R:3:nbo_charge:R:1 method="wB97M-V/def2-TZVPD" multiplicity=4 energy_ha=-1850.698225 orbital_gap_ev="5.824 / 8.980" de_lowest_kj_mol=38.5 total_charge=-1 mol_weight_da=146.8 max_force_ev_per_a=2.02 homo_energy_ev="-1.63 / -5.08"
O -0.689161 0.166014 -1.023558 1.65 -0.77 -0.27 -0.693
C -1.584667 0.858637 -0.244178 -1.26 -0.72 1.41 0.936
C 0.258222 -0.939040 -0.214275 -0.69 0.48 0.04 -0.101
O -2.692344 0.377351 -0.011081 0.46 0.22 -0.42 -0.715
O -1.103609 1.940566 0.237652 0.64 0.16 -0.18 -0.855
C 1.355776 -0.262833 0.493582 -0.41 0.48 -0.06 -0.960
H -0.490962 -1.439859 0.416001 0.09 0.19 -0.39 0.189
H 0.582522 -1.568877 -1.050630 -0.33 0.30 0.16 0.185
H 1.220127 -0.203004 1.584159 0.11 -0.06 -0.40 0.195
H 2.352721 -0.625651 0.209345 -0.31 0.34 0.05 0.196
Ni 0.791376 1.696696 -0.397015 0.05 -0.61 0.07 0.621

=====

8
Properties=species:S:1:pos:R:3:forces:R:3:nbo_charge:R:1 method="wB97M-V/def2-TZVPD" multiplicity=1 energy_ha=-191.824547 smiles="C=CC=O" orbital_gap_ev=9.585 de_lowest_kj_mol=224.3 total_charge=0 mol_weight_da=56.1 max_force_ev_per_a=4.73 homo_energy_ev=-9.58
C -0.773886 -0.327450 0.917625 2.94 -0.23 -2.33 -0.354
C 0.357416 0.361683 0.567656 0.77 1.62 -0.38 -0.341
C 0.525767 0.183932 -1.022924 -1.94 -3.47 1.85 0.383
O -0.144144 -0.782256 -1.468537 3.08 3.32 -1.37 -0.549
H -1.636209 -0.396697 1.542630 0.46 0.31 1.20 0.226
H -0.674331 -1.067159 0.039907 -2.01 0.63 1.48 0.262
H 1.186659 1.115998 1.012694 -2.74 -1.50 -0.54 0.214
H 1.158728 0.911949 -1.589051 -0.56 -0.67 0.07 0.159

=====

8
Properties=species:S:1:pos:R:3:forces:R:3:nbo_charge:R:1 method="wB97M-V/def2-TZVPD" multiplicity=1 energy_ha=-191.848300 smiles=C#CCO orbital_gap_ev=10.879 de_lowest_kj_mol=162.0 total_charge=0 mol_weight_da=56.1 max_force_ev_per_a=3.17 homo_energy_ev=-10.02
C -1.752431 0.506135 -0.468309 0.26 -1.30 1.02 -0.242
C -0.773917 0.087982 0.145911 -0.67 1.13 -2.07 -0.057
C 0.628581 -0.411746 0.363417 -1.80 -0.32 2.59 -0.131
O 1.582814 0.036369 -0.515632 0.62 2.44 -0.06 -0.678
H -2.753367 0.558434 -0.933621 1.30 0.32 0.59 0.248
H 0.896292 -0.332714 1.456757 0.00 0.56 -0.92 0.177
H 0.492209 -1.473472 0.305244 0.38 -0.80 -0.67 0.208
H 1.679817 1.029012 -0.353766 -0.10 -2.01 -0.49 0.475

=====

8
Properties=species:S:1:pos:R:3:forces:R:3:nbo_charge:R:1 method="wB97M-V/def2-TZVPD" multiplicity=1 energy_ha=-191.795908 orbital_gap_ev="7.277 / 7.273" de_lowest_kj_mol=299.5 total_charge=0 mol_weight_da=56.1 max_force_ev_per_a=4.58 homo_energy_ev="-8.69 / -8.68"
C -0.236419 0.236191 0.071037 2.81 3.55 0.65 0.235
C 0.803624 1.151226 0.083423 -2.02 -2.81 -0.85 -0.539
C -0.223920 -1.184813 0.032813 -3.37 -1.01 -2.46 -0.056
O -1.542458 0.285075 0.179177 1.83 -1.73 -0.68 -0.475
H 0.523970 2.151089 -0.051962 0.00 1.46 0.22 0.208
H 1.796100 0.797284 -0.186656 -0.23 0.11 0.28 0.208
H -0.355031 -1.796463 -0.944080 0.73 1.26 1.48 0.211
H -0.765868 -1.639587 0.816246 0.25 -0.84 1.35 0.207

=====

8
Properties=species:S:1:pos:R:3:forces:R:3:nbo_charge:R:1 method="wB97M-V/def2-TZVPD" multiplicity=1 energy_ha=-191.872558 smiles="C=C=CO" orbital_gap_ev=9.728 de_lowest_kj_mol=98.3 total_charge=0 mol_weight_da=56.1 max_force_ev_per_a=0.38 homo_energy_ev=-8.92
C 1.412939 -0.610149 -0.195566 -0.12 -0.01 0.01 -0.430
C 0.207815 -0.238156 0.144799 -0.10 -0.05 -0.09 -0.068
C -1.052821 0.051118 0.343848 0.20 -0.30 0.11 0.067
O -1.677652 1.209052 -0.026850 0.15 0.21 -0.11 -0.670
H 1.540756 -1.195213 -1.104024 0.14 0.15 0.03 0.211
H 2.303048 -0.380104 0.387517 -0.20 -0.09 0.00 0.212
H -1.729094 -0.639629 0.836981 0.12 0.13 0.06 0.200
H -1.004991 1.803084 -0.386702 -0.18 -0.03 -0.01 0.479

=====

9
Properties=species:S:1:pos:R:3:forces:R:3:nbo_charge:R:1 method="wB97M-V/def2-TZVPD" multiplicity=1 energy_ha=-266.936913 orbital_gap_ev=10.977 de_lowest_kj_mol=671.8 total_charge=0 mol_weight_da=72.1 max_force_ev_per_a=5.23 homo_energy_ev=-10.59
C -1.619651 -0.643574 1.201005 1.09 0.86 -0.26 -0.283
C -0.606345 -0.310264 0.636838 3.15 -1.35 -2.75 -0.193
C 0.938952 -0.480975 -0.567566 -2.09 2.75 3.93 0.045
O 0.334669 1.736174 -0.930669 1.84 -0.93 -0.62 -0.408
O 1.458631 0.833884 -0.632116 -0.95 -1.11 -0.26 -0.277
H -2.367067 -0.578416 1.910171 -1.34 -0.37 0.81 0.228
H 0.467887 -0.846378 -1.424169 -0.68 -0.40 -1.33 0.195
H 1.584189 -1.164938 -0.010576 0.07 0.43 -0.32 0.223
H -0.191266 1.454488 -0.182918 -1.08 0.11 0.80 0.471